Computed, not measured: 10 unconnected molecules or ions with the total composition C7H33NO9 in a non-equilibrium geometry, with ωB97M-V/def2-TZVPD.

```
50
C7H33NO9 (ωB97M-V/def2-TZVPD)
C -1.027 2.042 -2.889
C -1.380 1.736 -1.435
C -0.274 2.364 -0.556
C 0.036 1.462 0.703
C 1.803 1.673 2.411
C 0.787 2.233 1.793
C 0.058 3.501 2.260
N -2.730 2.259 -1.139
H 0.062 1.856 -2.995
H -1.468 1.235 -3.492
H -1.197 3.031 -3.301
H -1.397 0.665 -1.138
H 0.672 2.347 -1.090
H -0.677 3.294 -0.180
H 0.490 0.579 0.321
H -0.909 1.152 1.182
H 2.328 1.934 3.336
H 2.296 0.822 1.935
H -0.531 3.081 3.110
H -0.552 3.885 1.470
H 0.681 4.306 2.572
H -3.162 1.990 -0.275
H -2.853 3.255 -1.236
H -3.630 -2.549 2.641
H -2.129 -2.669 3.333
O -2.792 -3.018 2.734
H 1.050 -2.389 -2.671
H 1.620 -1.052 -3.121
O 1.656 -1.995 -3.333
H -2.092 -3.033 1.160
H -2.463 -3.884 -0.070
O -2.216 -2.985 0.180
H -3.729 -1.765 0.393
H -5.254 -1.358 0.109
O -4.617 -1.678 0.766
H 2.608 -3.372 1.196
H 2.041 -2.150 1.391
O 2.138 -2.949 1.938
H 2.981 0.542 -0.972
H 2.603 2.022 -0.804
O 2.632 1.318 -1.460
H 2.960 -2.622 -1.780
H 1.795 -2.977 -0.978
O 2.775 -2.841 -0.848
H 4.263 -0.331 0.631
H 3.472 -1.690 0.336
O 3.420 -0.686 0.301
H 0.198 -1.456 -0.792
H -0.573 -2.751 -0.605
O 0.227 -2.385 -1.043
```

The strongest force on any atom comes out at 2.7 eV/Å. Its spin multiplicity is 1. As for the energy above the lowest of the compared OMol25 structures with the same formula, charge and spin: 55.64 kcal per mole. The calculation puts the HOMO-LUMO gap at 9.0 eV.

---

Computed, not measured: 12 unconnected molecules or ions with the total composition C7H35NO11 in a non-equilibrium geometry, with ωB97M-V/def2-TZVPD.

```
54
C7H35NO11 (ωB97M-V/def2-TZVPD)
C 2.236 -1.754 0.241
C 0.961 -0.956 0.242
C -0.168 -1.534 -0.209
N -0.405 -2.798 -0.743
C 0.916 0.430 0.774
C 1.348 0.688 2.203
C 2.452 1.327 2.534
C 2.925 1.474 3.954
H 2.106 -2.695 -0.312
H 2.549 -2.044 1.246
H 3.167 -1.317 -0.134
H -1.025 -0.876 -0.231
H 0.201 -3.546 -0.444
H -1.384 -3.030 -0.739
H 1.540 1.045 0.092
H -0.063 0.940 0.619
H 0.556 0.203 2.778
H 3.055 1.696 1.711
H 2.324 2.201 4.507
H 3.948 1.761 4.215
H 2.904 0.521 4.499
H -1.132 0.080 -3.898
H 0.190 0.813 -4.191
O -0.741 0.958 -3.921
H -4.387 -1.767 -1.934
H -4.504 -2.377 -3.347
O -4.374 -2.618 -2.427
H 1.548 -3.625 2.970
H 1.055 -2.980 1.742
O 1.116 -3.858 2.140
H -0.242 2.633 -3.075
H 0.626 3.933 -3.441
O 0.092 3.493 -2.781
H -2.689 0.106 -1.264
H -4.127 0.374 -1.485
O -3.446 -0.245 -1.776
H 1.510 -0.799 -3.721
H 1.875 -0.093 -5.098
O 1.826 0.008 -4.143
H -0.808 0.395 4.704
H -0.303 0.223 6.075
O -0.069 -0.011 5.168
H -2.886 1.483 0.700
H -1.647 2.086 0.028
O -2.119 1.225 0.178
H -0.064 3.942 0.242
H -0.531 3.346 -1.133
O -0.838 3.581 -0.228
H -2.882 -5.203 -0.771
H -4.047 -4.217 -0.714
O -3.818 -5.142 -0.562
H 1.641 4.009 -1.016
H 2.201 4.665 0.261
O 1.829 3.846 -0.083
```

The strongest force on any atom comes out at 2.9 eV/Å. Its spin multiplicity is 1. As for the energy above the lowest of the compared OMol25 structures with the same formula, charge and spin: 14.90 kcal per mole. The calculation puts the HOMO-LUMO gap at 7.7 eV.

---

Computed, not measured: 14 unconnected molecules or ions with the total composition C7H37O14 in a non-equilibrium geometry, with ωB97M-V/def2-TZVPD.

```
58
C7H37O14 (ωB97M-V/def2-TZVPD)
C 0.786 -1.155 -3.428
O -0.300 -0.417 -2.846
C 2.189 -1.037 -2.761
C 2.245 -0.067 -1.586
C 2.426 -0.638 -0.183
C 3.643 -0.890 0.271
C -0.057 -0.408 0.239
C 1.143 -0.936 0.468
H 0.446 -2.170 -3.233
H 0.739 -0.996 -4.504
H 2.530 -2.033 -2.486
H 2.775 -0.681 -3.612
H 1.325 0.502 -1.531
H 3.005 0.686 -1.801
H 4.557 -0.874 -0.323
H 3.975 -1.340 1.205
H -0.906 -0.605 0.855
H -0.178 0.549 -0.232
H 1.177 -1.748 1.192
H -2.762 2.067 -1.117
H -2.796 1.971 0.890
O -1.875 1.692 0.985
H -0.166 0.536 -2.935
H -2.262 -0.074 -1.328
O -2.602 0.635 -1.882
H 0.633 2.921 0.554
H -0.520 2.422 -0.132
O 0.399 2.701 -0.361
H 1.561 1.160 2.005
H 0.979 2.315 2.728
O 1.474 1.478 2.917
H -1.054 -3.185 2.731
H -1.105 -1.737 2.555
O -0.905 -2.544 2.030
H -1.848 3.253 -1.086
H -1.948 0.794 -2.563
O -2.730 2.997 -1.370
H -3.916 0.433 0.014
H -2.755 0.211 0.812
O -3.629 -0.196 0.687
H -0.477 4.127 1.886
H -1.198 2.576 1.849
O -0.609 3.304 2.369
H 1.477 -3.503 0.520
H 0.620 -4.318 1.376
O 1.527 -4.331 1.020
H -1.809 0.651 2.476
H -0.397 0.563 3.225
O -1.323 0.292 3.256
H -0.471 -2.661 -1.419
H -0.443 -3.943 -0.888
O -0.617 -3.562 -1.764
H -1.077 2.984 -3.099
H 0.379 2.681 -3.129
O -0.442 2.423 -3.578
H 2.096 0.024 4.380
H 1.517 -0.909 3.292
O 2.097 -0.882 4.062
```

The strongest force on any atom comes out at 2.0 eV/Å. Its spin multiplicity is 1. As for the total charge: -1. The calculation puts the HOMO-LUMO gap at 9.2 eV.

---

Computed, not measured: 14 unconnected molecules or ions with the total composition C7H38O14 in a non-equilibrium geometry, with ωB97M-V/def2-TZVPD.

```
59
C7H38O14 (ωB97M-V/def2-TZVPD)
O 1.074 -2.118 1.142
C 2.251 -1.646 1.423
C 2.492 -0.167 1.454
C 2.335 0.438 0.050
C 1.051 1.244 -0.250
C -2.361 -0.506 -1.135
C -1.288 0.241 -0.368
C -0.027 0.303 -0.768
H 3.119 -2.301 1.560
H 1.981 0.473 2.198
H 3.530 0.049 1.757
H 2.582 -0.278 -0.731
H 3.191 1.108 -0.158
H 1.420 2.016 -0.909
H 0.612 1.591 0.683
H -2.606 -0.159 -2.133
H -1.981 -1.522 -1.055
H -3.339 -0.460 -0.661
H -1.629 0.965 0.369
H 0.251 -0.259 -1.715
H 0.084 0.520 3.401
H -0.640 -0.532 2.823
O -0.733 0.439 2.886
H 0.883 3.369 3.676
H 2.196 2.380 3.620
O 1.256 2.490 3.744
H 1.153 -1.186 -1.574
H 0.672 -2.289 -0.708
O 1.253 -2.168 -1.490
H -3.208 2.349 1.615
H -2.195 3.025 2.647
O -3.109 3.011 2.322
H -1.710 -2.397 4.497
H -0.961 -3.360 3.469
O -1.020 -2.460 3.839
H 1.139 -1.317 -3.456
H 1.236 -0.289 -4.647
O 1.515 -1.144 -4.331
H -3.902 0.880 -0.166
H -4.954 1.729 0.642
O -4.065 1.723 0.282
H -1.961 -0.642 -4.193
H -1.142 0.400 -4.989
O -1.094 -0.239 -4.287
H 0.190 2.938 2.429
H -0.782 3.694 1.495
O -0.458 3.655 2.403
H -0.146 -2.305 -3.427
H -0.394 -3.541 -2.783
O -0.901 -2.838 -3.172
H 0.249 -3.698 1.273
H -0.986 -4.719 1.527
O -0.384 -4.086 1.917
H 4.683 -1.120 -3.308
H 3.202 -1.266 -3.566
O 3.847 -1.196 -2.837
H -1.212 3.311 -0.727
H 0.045 4.305 -1.046
O -0.304 3.563 -0.551
```

The expectation value of S² is 0.7532. The strongest force on any atom comes out at 2.7 eV/Å. Its spin multiplicity is 2. As for the energy above the lowest of the compared OMol25 structures with the same formula, charge and spin: 6.29 kcal per mole. As for the total charge: -1. The calculation puts the HOMO-LUMO gap (spin up / spin down) at 2.6 / 6.3 eV.